Record 1
Here is a molecular structure, C46H62N5NdO3 from the Open Molecules 2025 dataset. Energies are from ωB97M-V/def2-TZVPD.

Output
Charge: 0
F_max (eV Å⁻¹): 2.549
Multiplicity: 4
Expectation value of S²: 3.760
Highest occupied orbital energy (alpha / beta) (eV): -5.99 / -5.99
Kohn-Sham gap (alpha / beta) (eV): 5.014 / 5.004
LUMO energy (alpha / beta) (eV): -0.98 / -0.98
Total energy (eV): -77580.067

Each line ends with the Löwdin spin population.
Atoms and positions in Å:
Nd  -0.157  0.116  -0.042  3.033
C  1.191  -5.923  -2.068  0.000
C  1.042  -5.868  -0.544  -0.001
C  1.175  -4.469  -0.034  -0.006
C  2.272  -3.866  0.493  -0.002
C  3.600  -4.482  0.784  0.000
C  3.658  -4.981  2.230  0.000
C  1.887  -2.494  0.797  -0.009
N  0.593  -2.270  0.388  0.000
C  0.141  -3.447  -0.099  -0.005
C  -1.146  -3.696  -0.591  0.001
C  -2.107  -2.741  -0.872  -0.005
C  -3.444  -3.010  -1.400  0.002
C  -4.011  -4.364  -1.678  0.000
C  -3.691  -4.819  -3.105  0.000
C  -4.033  -1.807  -1.602  -0.002
C  -3.061  -0.794  -1.201  0.001
C  -3.232  1.811  -1.142  -0.003
C  -2.548  2.735  1.004  0.009
N  -1.406  2.072  1.195  -0.006
C  -0.693  2.836  2.125  0.008
C  0.563  2.601  2.655  -0.002
C  1.489  1.560  2.524  0.006
N  1.304  0.391  1.837  -0.004
C  2.443  -0.337  1.998  -0.007
C  2.698  -1.623  1.489  0.015
C  3.393  0.385  2.803  0.004
C  2.791  1.571  3.139  -0.005
C  3.417  2.703  3.885  -0.001
C  4.044  3.695  2.901  0.000
C  4.736  -0.108  3.245  0.001
C  4.603  -0.978  4.497  0.000
C  -1.467  3.996  2.498  0.006
C  -2.646  3.919  1.805  0.005
C  -3.859  4.787  1.908  0.000
C  -4.999  4.043  2.611  0.000
C  -1.028  5.119  3.378  0.000
C  -0.328  6.206  2.555  0.000
N  -1.908  -1.408  -0.760  -0.011
C  -5.406  -1.494  -2.078  0.000
C  -6.289  -1.083  -0.899  0.000
H  1.083  -6.946  -2.424  0.000
H  2.169  -5.553  -2.368  0.000
H  0.434  -5.307  -2.546  0.000
H  1.810  -6.493  -0.085  0.000
H  0.069  -6.281  -0.264  0.000
H  4.395  -3.753  0.613  0.000
H  3.761  -5.323  0.107  0.000
H  3.498  -4.158  2.922  0.000
H  4.622  -5.440  2.441  0.000
H  2.877  -5.719  2.400  0.000
H  -1.404  -4.726  -0.789  0.000
H  -5.096  -4.341  -1.543  0.000
H  -3.604  -5.085  -0.965  0.000
H  -4.174  -4.168  -3.831  0.000
H  -4.042  -5.837  -3.266  0.000
H  -2.618  -4.791  -3.278  0.000
H  -3.145  2.533  -1.951  -0.001
H  0.901  3.387  3.317  0.000
H  3.684  -2.003  1.719  0.001
H  4.192  2.314  4.548  0.000
H  2.679  3.220  4.502  0.000
H  4.753  3.181  2.257  0.000
H  4.560  4.487  3.439  0.000
H  3.277  4.137  2.268  0.000
H  5.392  0.737  3.466  0.000
H  5.209  -0.689  2.449  0.000
H  4.158  -0.406  5.308  0.000
H  5.574  -1.340  4.827  0.000
H  3.961  -1.832  4.294  0.000
H  -4.190  5.125  0.920  0.000
H  -3.613  5.677  2.487  0.000
H  -5.373  3.225  2.001  0.000
H  -5.823  4.719  2.829  0.000
H  -4.631  3.622  3.543  0.000
H  -0.354  4.755  4.154  0.000
H  -1.893  5.557  3.882  0.000
H  0.564  5.809  2.073  0.000
H  -0.036  7.044  3.186  0.000
H  -0.994  6.578  1.780  0.000
H  -5.834  -2.369  -2.569  0.000
H  -5.358  -0.677  -2.801  0.000
H  -6.290  -1.861  -0.138  0.000
H  -7.313  -0.927  -1.230  0.000
H  -5.919  -0.165  -0.452  0.000
O  2.846  0.137  -2.128  -0.002
C  1.776  0.235  -1.557  -0.008
N  -3.550  2.399  0.127  0.004
C  -3.128  0.531  -1.327  -0.014
H  -4.216  3.160  0.032  0.000
C  1.277  3.548  -2.916  0.000
C  2.166  3.700  -1.670  0.000
C  1.220  3.360  -0.509  0.000
O  0.150  2.610  -1.078  -0.002
C  -0.102  3.236  -2.327  0.000
H  1.621  2.709  -3.516  0.000
H  1.258  4.439  -3.538  0.000
H  2.583  4.700  -1.563  0.000
H  2.982  2.982  -1.703  0.000
H  0.811  4.275  -0.058  0.000
H  1.696  2.746  0.258  0.000
H  -0.671  4.164  -2.160  0.000
H  -0.687  2.551  -2.941  0.000
C  1.343  -0.009  -4.678  0.000
C  0.753  -0.936  -3.607  0.000
C  1.608  -2.193  -3.409  0.000
C  -0.666  -1.339  -4.021  0.000
O  0.592  -0.241  -2.350  -0.002
H  1.462  -0.556  -5.610  0.000
H  2.313  0.365  -4.362  0.000
H  0.670  0.833  -4.844  0.000
H  1.584  -2.812  -4.304  0.000
H  1.215  -2.765  -2.569  0.000
H  2.636  -1.924  -3.189  0.000
H  -0.649  -1.880  -4.963  0.000
H  -1.284  -0.449  -4.130  0.000
H  -1.108  -1.968  -3.253  0.000


Record 2
Here is a gas-phase ion, C13H11N2 (charge +1) from the Open Molecules 2025 dataset. Energies are from ωB97M-V/def2-TZVPD.

Output
Charge: +1
F_max (eV Å⁻¹): 5.683
Structure (SMILES): C1#[N+]C2=c3ncccc3=C[C@H](C/C=C\1)C2
Relative energy (zero: lowest compared OMol25 entry of this formula, charge and spin) (kcal/mol): 210.8
Highest occupied orbital energy (eV): -11.03
Kohn-Sham gap (eV): 4.520
LUMO energy (eV): -6.51
Total energy (eV): -16625.443

Each line ends with the Mulliken charge.
Atoms and positions in Å:
C  3.008  0.693  -0.553  0.098
N  2.132  0.448  0.276  -0.246
C  1.015  0.939  0.626  -0.061
C  -0.374  0.168  1.593  0.746
N  -0.169  -0.020  2.836  -0.546
C  -1.144  -0.694  3.560  -0.247
C  -2.201  -1.382  2.940  -0.624
C  -2.402  -1.152  1.546  -0.627
C  -1.453  -0.340  0.841  0.822
C  -1.411  -0.217  -0.543  -0.559
C  -0.405  0.589  -1.401  0.140
C  0.705  -0.392  -1.860  -0.743
C  1.921  0.132  -2.646  -0.508
C  3.023  0.514  -1.946  -0.357
C  0.295  1.679  -0.439  -1.217
H  -0.968  -0.887  4.618  0.410
H  -3.043  -1.759  3.461  0.426
H  -3.257  -1.665  1.021  0.355
H  -2.137  -0.799  -1.011  0.548
H  -0.821  0.886  -2.327  0.621
H  0.194  -1.294  -2.406  0.443
H  1.152  -0.852  -0.916  0.390
H  1.938  0.081  -3.696  0.474
H  3.998  0.808  -2.499  0.329
H  -0.576  2.226  -0.073  0.456
H  0.981  2.291  -1.002  0.477


Record 3
Here is a molecular structure, C29H32CuN6O7 from the Open Molecules 2025 dataset. Energies are from ωB97M-V/def2-TZVPD.

Output
Charge: -1
F_max (eV Å⁻¹): 0.320
Relative energy (zero: lowest compared OMol25 entry of this formula, charge and spin) (kcal/mol): 7.0
Highest occupied orbital energy (eV): -3.81
Kohn-Sham gap (eV): 5.988
LUMO energy (eV): 2.18
Total energy (eV): -98504.326

Each line ends with the Mulliken charge.
Atoms and positions in Å:
Cu  2.178  -1.610  0.249  0.069
C  -1.008  1.962  -4.981  -1.698
C  -0.867  0.444  -4.805  2.177
C  -2.239  -0.169  -4.495  -1.633
C  -0.355  -0.153  -6.116  -2.181
C  0.081  0.163  -3.645  0.585
C  1.252  -0.570  -3.772  -0.482
C  2.026  -0.822  -2.650  -0.776
N  1.714  -0.399  -1.432  -0.296
C  0.584  0.304  -1.292  -0.148
C  -0.234  0.611  -2.365  -0.084
C  0.208  0.674  0.101  -0.274
C  -0.639  1.741  0.391  -0.435
C  -1.017  1.984  1.704  0.665
C  -0.489  1.141  2.680  -1.156
C  0.371  0.122  2.315  -1.069
N  0.709  -0.110  1.050  0.281
C  -1.977  3.103  2.097  2.180
C  -3.214  2.481  2.762  -1.600
C  -2.436  3.921  0.891  -2.152
C  -1.280  4.044  3.088  -1.657
H  -1.696  2.182  -5.801  0.464
H  -0.042  2.419  -5.209  0.392
H  -1.399  2.435  -4.079  0.285
H  -2.917  -0.001  -5.335  0.490
H  -2.684  0.281  -3.606  0.305
H  -2.152  -1.240  -4.307  0.317
H  -1.053  0.088  -6.920  0.429
H  -0.280  -1.240  -6.052  0.419
H  0.623  0.250  -6.388  0.419
H  1.562  -0.983  -4.720  0.475
H  2.941  -1.397  -2.731  0.432
H  -1.158  1.145  -2.186  0.558
H  -0.990  2.367  -0.415  0.745
H  -0.749  1.259  3.724  0.448
H  0.791  -0.556  3.051  0.462
H  -3.720  1.801  2.075  0.383
H  -3.916  3.266  3.052  0.445
H  -2.949  1.916  3.655  0.323
H  -2.963  3.300  0.164  0.407
H  -1.596  4.405  0.389  0.404
H  -3.123  4.702  1.223  0.435
H  -0.968  3.516  3.989  0.314
H  -1.960  4.847  3.384  0.451
H  -0.393  4.493  2.636  0.383
O  0.959  -3.163  3.816  -0.764
C  1.104  -3.018  2.595  0.293
O  2.190  -2.691  2.024  -0.553
C  -0.146  -3.173  1.721  0.094
C  -1.339  -3.255  2.387  -0.387
C  -2.567  -3.346  1.717  -0.711
C  -2.609  -3.349  0.335  -0.278
C  -1.430  -3.232  -0.356  -0.021
C  -0.115  -3.184  0.263  1.249
O  0.929  -3.182  -0.430  -1.040
N  -1.548  -3.174  -1.802  0.780
O  -0.789  -2.452  -2.425  -0.404
O  -2.432  -3.832  -2.339  -0.671
N  -3.798  -3.406  2.456  1.055
O  -3.749  -3.405  3.679  -0.669
O  -4.854  -3.480  1.834  -0.691
H  -1.310  -3.247  3.468  0.594
H  -3.551  -3.418  -0.188  0.592
C  5.468  -0.068  4.147  -0.863
N  5.241  -0.099  2.718  0.196
C  5.676  0.818  1.790  -0.145
C  5.142  0.418  0.601  -0.805
N  4.389  -0.714  0.779  -0.338
C  4.467  -0.995  2.061  -0.307
H  6.341  0.547  4.357  0.322
H  5.649  -1.075  4.515  0.325
H  4.606  0.345  4.672  0.281
H  6.313  1.643  2.060  0.410
H  5.257  0.876  -0.368  0.405
H  3.933  -1.804  2.545  0.547


Record 4
Here is C2H5NO in the gas phase from the Open Molecules 2025 dataset. Energies are from ωB97M-V/def2-TZVPD.

Output
Charge: 0
F_max (eV Å⁻¹): 0.382
Relative energy (zero: lowest compared OMol25 entry of this formula, charge and spin) (kcal/mol): 104.9
Highest occupied orbital energy (eV): -7.49
Kohn-Sham gap (eV): 8.254
LUMO energy (eV): 0.76
Total energy (eV): -5688.679

Each line ends with the Mulliken charge.
Atoms and positions in Å:
C  -0.572  0.238  0.885  -0.180
C  0.810  0.091  -1.089  -0.491
O  -1.484  -0.718  0.556  -0.435
N  0.413  0.652  0.030  -0.245
H  -1.069  -1.392  0.001  0.272
H  -0.946  0.969  1.586  0.336
H  0.853  0.442  1.125  0.343
H  0.285  -0.745  -1.541  0.152
H  1.710  0.463  -1.551  0.248


Record 5
Here is 2 unconnected molecules or ions with the total composition CH6N3OS from the Open Molecules 2025 dataset. Energies are from ωB97M-V/def2-TZVPD.

Output
Charge: +1
F_max (eV Å⁻¹): 4.543
Relative energy (zero: lowest compared OMol25 entry of this formula, charge and spin) (kcal/mol): 84.0
Highest occupied orbital energy (eV): -12.27
Kohn-Sham gap (eV): 7.865
LUMO energy (eV): -4.40
Total energy (eV): -18476.697

Each line ends with the Mulliken charge.
Atoms and positions in Å:
C  0.873  0.784  0.341  0.128
N  1.680  1.658  -0.112  -0.290
N  -0.426  -1.362  -1.092  -0.561
N  -1.569  -1.259  -1.433  0.101
O  -0.711  -0.600  1.905  -0.382
S  0.420  0.608  1.948  0.209
H  2.017  1.464  -1.041  0.284
H  2.383  2.152  0.403  0.258
H  0.344  0.271  -0.519  0.385
H  -2.154  -0.551  -1.903  0.239
H  -2.221  -2.097  -1.200  0.273
H  -0.636  -1.069  2.702  0.356